{
  "formula": "C7H11F3NO4",
  "method": "ωB97M-V/def2-TZVPD",
  "species": ["N", "C", "C", "O", "C", "F", "F", "F", "H", "H", "H", "H", "H", "C", "C", "C", "O", "C", "O", "O", "H", "H", "H", "H", "H", "H"],
  "xyz": [[-0.4043, 2.4308, 1.5067], [-0.0308, 1.5855, 2.6048], [-0.4558, 0.0994, 2.4127], [0.5893, -0.6651, 1.8110], [-0.9405, -0.7009, 3.6319], [-0.0116, -1.5409, 4.1306], [-2.0181, -1.4739, 3.3294], [-1.3367, 0.0668, 4.6725], [-1.4070, 2.2797, 1.3527], [-0.3409, 1.9125, 3.6258], [1.0728, 1.5266, 2.6507], [-1.3112, 0.1144, 1.7240], [0.3904, -0.6587, 0.8694], [2.0688, 0.1587, -2.4179], [0.8837, -0.7318, -2.6852], [-0.1866, -0.1444, -3.5909], [-1.3885, -0.7126, -3.0700], [-1.1765, -1.0316, -1.7638], [-2.0223, -1.3688, -1.0046], [0.1399, -0.9259, -1.4757], [2.7975, -0.3447, -1.7851], [2.5512, 0.4257, -3.3608], [1.7410, 1.0668, -1.9103], [1.1925, -1.7197, -3.0420], [-0.0863, -0.4211, -4.6375], [-0.2356, 0.9426, -3.4889]],
  "forces_ev_per_a": [[0.03, -0.26, -0.24], [0.29, -0.09, 0.11], [-0.15, 0.15, -0.20], [-0.27, -0.27, -0.19], [0.19, 0.08, 0.12], [0.04, 0.02, 0.05], [0.06, -0.06, -0.04], [-0.08, -0.01, -0.12], [0.03, 0.19, 0.12], [-0.13, -0.01, -0.14], [-0.16, 0.09, 0.11], [0.02, 0.05, 0.24], [0.19, 0.07, -0.01], [-0.01, 0.07, -0.01], [0.03, 0.13, 0.01], [0.03, 0.08, 0.03], [-0.06, 0.02, 0.04], [-0.01, 0.00, -0.03], [0.06, 0.00, -0.07], [-0.13, -0.23, 0.21], [-0.01, 0.00, 0.01], [0.01, -0.01, 0.01], [-0.01, 0.00, 0.01], [0.01, 0.01, -0.02], [0.00, -0.03, 0.00], [0.02, 0.00, -0.02]],
  "orbital_gap_ev": 4.244,
  "lumo_ev": 2.7,
  "e_tot_ha": -928.6397,
  "total_charge": -1,
  "multiplicity": 1
}